Density functional theory data (the ωB97M-V functional and the def2-TZVPD basis) for 2 unconnected molecules or ions with the total composition C11H14FN at a distorted geometry.

Each line ends with the Mulliken charge.
Geometry (Å):
C  -1.79899  1.41743  -0.36701  -0.959
C  -1.97283  0.15444  0.09638  0.559
C  -2.68433  -0.09459  1.38517  -1.335
C  -1.49983  -1.00108  -0.60945  1.066
C  -0.75455  -0.69471  -1.90926  -1.368
N  -2.06869  -2.06041  -0.21346  -0.491
F  -1.72855  -3.15159  -0.93967  -0.186
H  -2.32549  2.19927  0.25538  0.219
H  -1.10128  1.54335  -1.12083  0.418
H  -3.48712  -0.80412  1.10851  0.379
H  -3.06932  0.87460  1.93208  0.314
H  -2.09441  -0.54209  2.10338  0.341
H  0.23606  -0.23724  -1.82729  0.246
H  -1.44032  -0.03092  -2.50750  0.435
H  -0.68626  -1.59490  -2.56427  0.368
C  3.11088  1.24023  -0.09981  -0.200
C  2.06822  1.61628  0.78346  -0.572
C  1.13586  0.69305  1.21733  -0.080
C  1.28601  -0.59898  0.91846  -0.566
C  2.39769  -0.96870  0.13618  -0.240
C  3.31463  -0.09249  -0.33338  -0.608
H  3.86633  2.04623  -0.40731  0.284
H  1.88867  2.66116  1.12499  0.312
H  0.25325  0.96192  1.74151  0.477
H  0.52349  -1.21100  1.33229  0.514
H  2.68141  -2.00661  -0.09874  0.296
H  3.94947  -0.31856  -1.13714  0.378

Calculated values
ΔE to the lowest compared entry with this formula, charge and spin: 4.154 eV
LUMO: 0.42 eV
Orbital gap: 9.71 eV
HOMO energy: -9.2833 eV